Record 1
10
Properties=species:S:1:pos:R:3 method="wB97M-V/def2-TZVPD" lumo_ev=0.12 homo_lumo_gap_ev=9.81 fmax_ev_per_a=7.3 homo_energy_ev=-9.68
H -0.55 -1.80 0.26
N -0.37 1.07 -0.14
C -1.05 -0.08 -0.01
H 1.71 -0.72 -0.24
O -2.21 -0.34 -0.13
O 1.10 0.78 0.03
H -0.54 2.23 -0.73
O 0.90 -1.36 -0.45
N -0.08 -0.94 0.50
H 1.09 1.16 0.92

Record 2
11
Properties=species:S:1:pos:R:3 method="wB97M-V/def2-TZVPD" lumo_ev="0.51 / -2.30" multiplicity=3 homo_lumo_gap_ev="8.35 / 8.55" fmax_ev_per_a=3.8 homo_energy_ev="-7.84 / -10.85"
H -0.58 0.11 -0.84
H -2.82 -1.10 -0.42
C 3.71 -0.29 -0.04
O -2.07 -0.53 -0.24
N 0.94 0.16 0.37
H -1.73 -0.75 0.64
O 3.34 -1.33 -0.39
H 4.07 1.55 0.72
O 0.28 -0.43 1.18
N 4.30 0.72 0.22
O 0.38 0.43 -0.78

Record 3
9
Properties=species:S:1:pos:R:3 method="wB97M-V/def2-TZVPD" lumo_ev=0.61 homo_lumo_gap_ev=8.97 fmax_ev_per_a=5.4 homo_energy_ev=-8.36
N 0.16 -0.68 0.90
H -1.13 0.88 0.06
S -1.18 -1.59 0.58
H -0.57 -2.56 -0.33
H -0.40 2.25 -0.88
H 0.90 -1.20 1.16
C 0.75 0.73 -0.30
N -0.38 1.29 -0.54
O 1.84 0.88 -0.64

Record 4
9
Properties=species:S:1:pos:R:3 method="wB97M-V/def2-TZVPD" lumo_ev=0.13 homo_lumo_gap_ev=8.93 fmax_ev_per_a=5.7 homo_energy_ev=-8.80
H -1.56 -0.82 -0.56
H -0.93 2.09 -0.29
N -0.30 -0.83 -1.02
H -0.12 -1.89 -0.78
C 0.65 -0.41 -0.06
H 0.91 1.11 1.37
S 1.76 -1.33 0.64
N 0.48 0.88 0.44
O -0.90 1.21 0.26

Record 5
9
Properties=species:S:1:pos:R:3 method="wB97M-V/def2-TZVPD" lumo_ev=0.54 homo_lumo_gap_ev=9.98 fmax_ev_per_a=2.7 homo_energy_ev=-9.44
H -2.23 -0.45 1.39
N 1.41 0.67 0.07
C 0.19 0.80 -0.21
N -0.72 -0.14 -0.75
H -0.39 -1.15 -0.97
S -2.33 -0.05 0.03
H 2.54 -0.79 0.61
O 1.82 -0.67 -0.02
H -0.29 1.79 -0.17

Record 6
9
Properties=species:S:1:pos:R:3 method="wB97M-V/def2-TZVPD" lumo_ev=0.25 homo_lumo_gap_ev=7.80 fmax_ev_per_a=2.6 homo_energy_ev=-7.55
S -1.82 0.68 -0.76
H -0.39 0.20 -2.31
C 0.99 -0.24 0.28
N -0.85 -0.37 -1.51
N 0.11 0.01 1.21
H -0.02 -0.67 2.06
O -0.78 1.00 1.10
H 1.10 0.39 -0.65
H 1.65 -1.01 0.57